Molecular formula: C36H72O18S9
Method: DFT, ωB97M-V/def2-TZVPD

Properties
- Energy relative to the best compared isomer or geometry (same formula, charge and spin): 29.5 kcal/mol
- SMILES: O=S1(=O)CCCC1.O=S1(=O)CCCC1.O=S1(=O)CCCC1.O=S1(=O)CCCC1.O=S1(=O)CCCC1.O=S1(=O)CCCC1.O=S1(=O)CCCC1.O=S1(=O)CCCC1.O=S1(=O)CCCC1
- E_LUMO: 0.23 eV
- Spin multiplicity: 1
- Frontier orbital gap: 9.98 eV
- HOMO: -9.76 eV

Cartesian coordinates (Å):
C 0.418 4.373 -5.601
C 0.496 5.315 -4.372
C 0.934 4.460 -3.119
S 2.051 3.307 -3.811
O 1.572 1.935 -3.643
O 3.442 3.477 -3.368
C 1.842 3.776 -5.546
H 0.347 4.967 -6.535
H -0.309 3.575 -5.531
H -0.525 5.734 -4.297
H 1.181 6.219 -4.533
H 0.003 4.022 -2.827
H 1.444 4.946 -2.296
H 1.952 2.887 -6.132
H 2.597 4.510 -5.829
C 5.476 1.208 3.037
C 5.261 0.456 4.397
C 4.307 1.182 5.270
S 3.168 2.006 4.063
O 3.321 3.399 4.243
O 1.810 1.557 4.099
C 4.033 1.542 2.530
H 6.045 0.674 2.245
H 5.978 2.218 3.152
H 6.194 0.193 4.891
H 4.883 -0.583 4.139
H 4.699 1.904 6.018
H 3.751 0.432 5.807
H 4.015 2.379 1.808
H 3.656 0.625 2.075
C 0.969 0.687 0.080
C 0.715 -0.307 1.300
C -0.289 -1.390 0.986
S -1.352 -0.505 -0.229
O -2.573 -0.037 0.379
O -1.553 -1.209 -1.471
C -0.390 0.875 -0.613
H 1.781 0.353 -0.523
H 1.343 1.624 0.441
H 0.293 0.231 2.142
H 1.718 -0.643 1.718
H -0.803 -1.609 1.883
H -0.025 -2.245 0.422
H -0.962 1.620 -0.063
H -0.391 1.141 -1.662
C 5.999 -1.689 -2.812
C 6.081 -0.199 -2.533
C 4.784 0.110 -1.779
S 4.562 -1.400 -0.664
O 3.279 -2.087 -0.722
O 4.980 -1.071 0.692
C 5.777 -2.423 -1.483
H 6.911 -2.097 -3.304
H 5.146 -1.905 -3.506
H 5.923 0.294 -3.513
H 6.933 0.103 -1.916
H 3.871 0.122 -2.380
H 4.880 0.962 -1.072
H 5.271 -3.352 -1.660
H 6.643 -2.626 -0.904
C 2.363 -3.446 2.104
C 3.011 -4.133 3.266
C 4.328 -4.633 2.732
S 3.992 -5.213 1.040
O 4.058 -6.641 1.024
O 4.811 -4.539 0.035
C 2.389 -4.522 0.975
H 2.900 -2.547 1.717
H 1.364 -3.132 2.348
H 2.435 -5.028 3.659
H 3.164 -3.444 4.141
H 4.678 -5.489 3.241
H 5.016 -3.765 2.513
H 1.642 -5.279 1.109
H 2.279 -4.142 -0.051
C -3.456 1.448 5.377
C -2.355 1.863 4.481
C -2.800 1.509 3.109
S -3.432 -0.194 3.412
O -2.380 -1.181 3.137
O -4.689 -0.361 2.817
C -3.661 -0.060 5.134
H -4.430 1.965 5.086
H -3.384 1.770 6.397
H -1.408 1.334 4.668
H -2.212 2.931 4.601
H -2.057 1.548 2.298
H -3.709 1.962 2.663
H -2.946 -0.699 5.595
H -4.629 -0.389 5.334
C -3.195 -1.626 -4.605
C -4.552 -1.463 -3.921
C -4.376 -0.256 -3.057
S -3.630 0.927 -4.072
O -2.935 1.986 -3.413
O -4.646 1.339 -5.044
C -2.567 -0.240 -4.805
H -3.168 -2.205 -5.531
H -2.499 -2.087 -3.907
H -4.816 -2.364 -3.376
H -5.387 -1.301 -4.653
H -3.752 -0.321 -2.197
H -5.305 0.174 -2.861
H -1.601 -0.174 -4.306
H -2.388 -0.040 -5.882
C -4.048 -2.984 0.374
C -4.573 -3.822 1.613
C -3.257 -4.301 2.290
S -2.409 -5.041 0.836
O -3.028 -6.346 0.634
O -0.964 -4.991 0.744
C -3.034 -3.859 -0.463
H -3.550 -2.117 0.862
H -4.804 -2.712 -0.366
H -5.112 -4.732 1.299
H -5.182 -3.145 2.204
H -3.464 -5.143 2.989
H -2.683 -3.484 2.748
H -3.509 -4.462 -1.245
H -2.273 -3.282 -0.976
C -4.398 4.462 -1.927
C -4.992 3.176 -1.257
C -4.020 2.625 -0.158
S -2.934 3.936 0.183
O -1.636 3.500 0.624
O -3.717 4.781 1.106
C -2.925 4.585 -1.422
H -4.868 5.365 -1.562
H -4.404 4.381 -3.006
H -5.144 2.467 -2.039
H -5.928 3.523 -0.749
H -3.398 1.816 -0.578
H -4.516 2.291 0.735
H -2.224 4.002 -2.053
H -2.634 5.647 -1.345

Force components x, y, z for each atom (eV/Å):
C 2.553 0.917 0.103
C -0.583 1.477 0.011
C -0.771 1.506 -1.329
S 2.290 -2.815 -0.154
O -0.411 1.047 -0.179
O -1.557 0.756 -0.432
C -0.538 -0.002 0.096
H -0.409 -0.484 0.561
H -0.415 0.117 0.096
H 0.522 -0.036 0.761
H -0.740 -1.473 -0.029
H -0.136 -0.928 0.650
H -0.118 0.363 -0.001
H 0.268 -0.588 -0.203
H 0.006 -0.008 0.184
C -0.091 1.528 -0.120
C 1.431 -1.679 -1.893
C -1.048 0.154 0.085
S 0.229 -0.517 -0.202
O 0.800 2.167 0.207
O -0.433 -1.245 0.020
C 1.076 -0.591 0.306
H -0.513 -0.005 0.801
H -0.276 -1.194 0.330
H 0.245 0.463 0.102
H -0.054 1.204 0.144
H -0.143 -0.147 -0.960
H -0.605 -0.020 0.358
H -0.224 -0.324 0.596
H -0.453 0.135 0.141
C -0.764 -0.659 1.227
C 2.231 0.817 0.087
C -0.048 1.548 -1.541
S -0.923 -0.540 -0.311
O -0.392 0.119 0.646
O 0.178 -1.200 -0.547
C 1.170 1.058 1.194
H 0.196 -0.833 -0.928
H -0.117 0.649 0.512
H -0.109 0.493 0.037
H -1.259 -0.028 -0.746
H -1.007 -0.470 0.467
H 0.875 -0.984 -0.346
H 0.369 0.469 -0.121
H 0.032 -0.398 -0.258
C 0.813 -1.133 -0.407
C -1.731 0.228 -0.833
C -0.213 -0.731 1.753
S -0.010 -0.544 0.928
O 0.254 1.134 -0.812
O 0.246 0.427 -0.221
C -1.048 0.351 -1.571
H -0.545 0.384 0.244
H 0.614 0.263 0.592
H 1.023 0.297 0.643
H 0.032 0.011 -0.586
H 0.246 0.338 -0.099
H -0.398 -0.461 -0.610
H -0.153 -0.416 0.111
H 0.732 0.269 0.654
C -0.176 -0.053 -1.522
C 0.170 -0.229 1.734
C 0.568 1.518 -1.516
S 1.044 0.643 -0.329
O -0.458 -0.916 0.129
O -0.289 -0.191 1.100
C -0.904 1.026 -0.659
H -0.060 -0.696 0.604
H -0.591 -0.004 -0.122
H 0.271 1.118 -0.600
H -0.091 -0.608 -0.742
H 1.064 -0.532 0.632
H -0.233 -1.077 0.798
H -0.354 -0.500 0.325
H -0.008 0.145 0.430
C -2.454 -0.220 0.356
C 0.751 1.473 -0.103
C -0.731 -1.226 -1.680
S 3.773 -0.215 -0.773
O -0.798 0.589 0.549
O -2.827 -0.452 -1.520
C 0.908 1.435 0.438
H 1.136 -0.530 -0.105
H 0.571 -0.372 0.709
H -0.185 0.243 0.222
H 0.430 0.199 -0.181
H -0.101 -0.393 0.556
H 0.463 0.396 0.888
H 0.692 -0.321 0.550
H -1.637 -0.607 0.399
C 0.850 -0.131 0.063
C -0.385 -0.609 -1.201
C -0.264 0.174 0.344
S -1.519 0.496 -2.747
O 0.748 0.550 1.018
O 0.737 -0.327 0.617
C 1.322 -0.335 -1.634
H -0.323 0.098 0.185
H -0.242 -0.496 0.110
H 0.031 0.000 0.304
H 0.829 0.062 0.564
H 0.375 -0.608 0.883
H -1.640 0.721 0.983
H -0.008 0.073 0.104
H -0.310 0.323 0.664
C 0.482 -0.950 -0.035
C 1.071 0.110 -1.406
C -0.560 -0.516 -0.109
S -0.111 -0.265 -1.971
O 0.121 0.890 0.355
O 0.020 0.254 1.056
C -0.905 -0.195 1.643
H -0.375 -0.353 -0.908
H -0.283 0.481 0.626
H -0.101 0.519 0.150
H 0.020 -0.258 0.345
H 0.475 0.616 -0.457
H -0.094 -0.269 -0.239
H -0.236 -0.117 0.463
H 0.427 -0.037 0.547
C 1.446 -0.523 1.139
C -0.290 1.579 1.370
C -0.071 -0.862 -2.216
S -1.756 0.583 2.766
O 0.488 0.069 -0.139
O 1.157 -0.228 -1.298
C -0.009 0.960 -1.564
H -0.560 0.057 -0.228
H -0.120 0.154 -0.124
H -0.458 -0.637 -0.137
H 0.522 -0.816 -0.640
H -0.408 0.189 0.293
H -0.086 -0.073 0.311
H -0.325 0.279 0.488
H 0.173 -0.512 -0.111